(1)
Density functional theory data (ωB97M-V with the def2-TZVPD basis set) for a gas-phase ion, NO6S (charge -1) at a distorted geometry.

Computed properties:
2S+1	3
total charge	-1
E_HOMO (spin up / spin down)	-3.148 / -5.877	eV
LUMO energy (spin up / spin down)	4.1 / 0.3	eV
relative energy (zero: lowest compared OMol25 entry of this formula, charge and spin)	2.0	kcal per mole
Kohn-Sham gap (spin up / spin down)	7.234 / 6.152	eV
energy	-24604.176	eV
F_max	8.31	eV/A

Positions of all 8 atoms, in Å:
N  -1.34413  0.06485  -0.12205
O  -2.20429  0.84240  -0.45628
O  0.82168  0.86600  1.07561
O  -1.42237  -0.69989  0.76692
O  1.33854  -1.44763  0.54247
O  -0.24722  0.00148  -0.91281
O  1.91322  0.45522  -0.98848
S  1.14456  -0.08241  0.09460

Atomic forces in eV per Å
N 5.8 1.9 -4.8
O -4.7 3.1 -0.9
O -0.5 1.5 2.6
O -2.4 -5.2 6.1
O -0.1 0.8 -0.7
O -1.3 -1.1 0.0
O 2.1 -0.7 -0.2
S 1.1 -0.3 -2.2



(2)
Density functional theory data (ωB97M-V with the def2-TZVPD basis set) for a molecular structure, NO7PRb4 at a distorted geometry.

Computed properties:
E_HOMO	-6.681	eV
LUMO energy	-0.7	eV
relative energy (zero: lowest compared OMol25 entry of this formula, charge and spin)	0.0	kcal per mole
Kohn-Sham gap	5.946	eV
energy	-27735.195	eV
F_max	3.01	eV/A

Positions of all 13 atoms, in Å:
Rb  -7.32089  -2.59809  -2.59288
Rb  -9.16841  1.26488  -2.97694
Rb  -3.86418  -0.32802  0.53088
Rb  -3.73192  -1.55756  -3.32549
N  -3.30557  -3.73505  -1.06706
O  -2.97171  -3.49773  0.11118
O  -4.46875  -4.12447  -1.30740
O  -2.41698  -3.80174  -1.96037
P  -6.14369  0.04685  -1.79872
O  -5.51284  1.37737  -1.34168
O  -6.33579  -0.21382  -3.34316
O  -7.57371  0.06634  -1.14425
O  -5.51591  -1.31325  -1.26538

Atomic forces in eV per Å
Rb -0.3 -0.6 0.3
Rb 0.8 -0.2 0.4
Rb -0.2 0.0 0.1
Rb 0.0 -0.1 -0.1
N 0.2 -2.4 0.8
O -0.1 1.0 -0.2
O 0.1 0.7 -0.5
O -0.4 1.0 -0.3
P -2.5 0.3 1.6
O 1.4 -1.4 -0.8
O 0.5 0.7 0.0
O -0.6 -0.3 -1.0
O 1.2 1.4 -0.3



(3)
Density functional theory data (ωB97M-V with the def2-TZVPD basis set) for a molecular structure, O4P4 at a distorted geometry.

Computed properties:
2S+1	3
E_HOMO (spin up / spin down)	-6.657 / -9.835	eV
LUMO energy (spin up / spin down)	-0.1 / -3.4	eV
Kohn-Sham gap (spin up / spin down)	6.526 / 6.404	eV
energy	-45345.052	eV
F_max	4.31	eV/A

Positions of all 8 atoms, in Å:
O  -0.67455  0.66749  2.37033
O  1.09707  0.81926  0.48291
O  -1.30878  0.54149  -0.13069
O  0.01935  -1.63061  0.31952
P  1.38614  0.49699  -1.20727
P  -0.76585  0.35010  -1.72527
P  0.53428  -1.60108  -1.16217
P  -0.28765  0.35637  1.05264

Atomic forces in eV per Å
O -0.8 0.1 2.8
O -0.4 0.1 0.9
O -0.6 0.6 0.7
O 0.0 1.4 1.0
P -1.3 -0.3 -1.4
P 2.0 -0.2 -0.5
P -0.1 0.2 0.1
P 1.4 -1.9 -3.6



(4)
Density functional theory data (ωB97M-V with the def2-TZVPD basis set) for a single P2S4 molecule at a distorted geometry.

Computed properties:
E_HOMO (spin up / spin down)	-8.059 / -7.848	eV
LUMO energy (spin up / spin down)	-3.9 / -4.1	eV
relative energy (zero: lowest compared OMol25 entry of this formula, charge and spin)	47.9	kcal per mole
Kohn-Sham gap (spin up / spin down)	4.125 / 3.729	eV
energy	-61916.971	eV
F_max	3.17	eV/A

Positions of all 6 atoms, in Å:
P  0.45857  -0.81524  0.35545
P  -1.29415  0.04281  -0.53584
S  -1.34124  -0.78796  1.44792
S  -2.08986  -1.28524  -1.81378
S  1.50696  1.26078  0.97285
S  2.75973  1.58485  -0.42661

Atomic forces in eV per Å
P 0.9 0.0 1.6
P -2.3 0.6 -2.1
S 1.3 -0.1 0.1
S 0.7 0.6 0.7
S -0.3 -1.0 -0.7
S -0.3 -0.1 0.4